Record 1
DFT (wB97M-V/def2-TZVPD) results for C19H38O2 in the gas phase.

Output
- gap between HOMO and LUMO (eV) = 11.12
- HOMO (eV) = -10.2242
- SMILES = CCCCCCCCCCCCCCCC(=O)OC(C)C
- E_LUMO (eV) = 0.90
- relative energy (zero: lowest compared OMol25 entry of this formula, charge and spin) (kcal/mol) = 7.6

Last column: natural (NBO) charge in e.
Atoms and positions in Å:
1 O 0.166 -1.128 0.607  -0.626
2 O 1.368 -2.423 -0.772  -0.518
3 C 3.056 2.648 0.140  -0.376
4 C -0.650 2.809 -1.088  -0.383
5 C -3.576 0.312 -0.359  -0.379
6 C -4.990 -0.342 1.664  -0.387
7 C -5.219 -1.810 1.321  -0.607
8 C -2.007 2.314 -0.586  -0.392
9 C 3.377 -1.832 1.468  -0.388
10 C -2.218 0.823 -0.842  -0.415
11 C 1.849 2.825 -0.783  -0.389
12 C 0.511 2.404 -0.180  -0.413
13 C 3.423 1.196 0.476  -0.408
14 C 1.975 -2.463 1.488  -0.506
15 C 0.533 -3.236 -2.848  -0.618
16 C 0.566 -2.043 -1.904  0.085
17 C 3.492 -0.563 2.314  -0.386
18 C 2.774 0.667 1.757  -0.412
19 C 1.064 -1.909 0.417  0.819
20 C -3.650 0.196 1.162  -0.399
21 C 1.158 -0.804 -2.564  -0.634
22 H 1.724 0.437 1.592  0.220
23 H 2.181 -1.000 -2.877  0.210
24 H -5.026 -0.228 2.751  0.197
25 H -0.671 3.900 -1.160  0.197
26 H 4.508 1.142 0.607  0.198
27 H 3.166 0.556 -0.369  0.193
28 H 1.787 3.883 -1.052  0.198
29 H 2.882 3.200 1.066  0.192
30 H 1.540 -3.467 -3.188  0.210
31 H -3.749 -0.672 -0.799  0.194
32 H -0.477 2.420 -2.095  0.189
33 H -0.444 -1.815 -1.538  0.202
34 H -4.367 0.978 -0.714  0.188
35 H 2.065 -3.535 1.305  0.232
36 H -2.085 2.523 0.482  0.194
37 H -1.436 0.250 -0.344  0.228
38 H -2.844 -0.457 1.506  0.201
39 H 3.099 -0.777 3.312  0.198
40 H 1.152 0.028 -1.865  0.224
41 H 3.912 3.112 -0.356  0.201
42 H 1.505 -2.301 2.459  0.225
43 H 2.821 1.450 2.518  0.199
44 H 2.023 2.270 -1.709  0.189
45 H 0.388 2.882 0.794  0.195
46 H -5.800 0.259 1.244  0.191
47 H -3.488 1.181 1.603  0.197
48 H -5.293 -1.954 0.246  0.199
49 H 3.672 -1.630 0.438  0.208
50 H 0.129 -4.108 -2.341  0.217
51 H 0.490 1.327 -0.022  0.212
52 H 4.553 -0.324 2.427  0.198
53 H -2.799 2.872 -1.093  0.195
54 H 4.079 -2.565 1.871  0.211
55 H -6.142 -2.165 1.773  0.207
56 H -2.136 0.644 -1.918  0.188
57 H -0.090 -3.008 -3.708  0.215
58 H 0.566 -0.531 -3.433  0.218
59 H -4.397 -2.418 1.694  0.200



Record 2
DFT (wB97M-V/def2-TZVPD) results for C47H28F12N5O5PReS2 as an isolated structure in a non-equilibrium geometry.

Output
- gap between HOMO and LUMO (spin up / spin down) (eV) = 5.97 / 5.03
- HOMO (spin up / spin down) (eV) = -10.0032 / -10.2641
- 2S+1 = 3
- E_LUMO (spin up / spin down) (eV) = -4.03 / -5.23
- total charge = +1

Last column: Löwdin spin population.
Atoms and positions in Å:
1 Re -0.249 -0.128 -0.460  0.817
2 S 0.396 1.335 4.402  0.001
3 S -1.322 2.743 2.640  0.000
4 P -1.553 -5.007 2.545  0.000
5 F -3.021 3.831 4.205  0.000
6 F -1.566 -4.424 1.113  0.000
7 F 0.846 3.335 5.869  0.000
8 F -0.995 4.513 4.486  0.000
9 F -3.102 -5.120 2.639  0.000
10 F -1.368 -0.502 0.874  0.111
11 F 0.053 -4.891 2.526  0.000
12 F -1.456 -6.502 2.867  0.000
13 F 2.012 3.344 4.003  0.000
14 F -2.080 5.175 2.760  0.000
15 F -1.580 -4.166 3.851  0.000
16 F 2.523 2.081 5.706  0.000
17 O 0.449 -1.217 2.807  0.001
18 O 0.208 0.532 5.545  0.000
19 O -2.444 2.246 1.924  -0.001
20 O -0.223 3.211 1.902  0.002
21 O 1.380 0.853 3.205  0.003
22 N -1.207 1.473 -1.303  0.035
23 N 1.162 -1.712 -0.113  0.017
24 N -1.020 -1.240 -1.879  0.012
25 N -0.915 1.772 3.825  0.000
26 N 1.237 1.144 0.006  -0.002
27 C 6.140 -0.919 2.285  0.001
28 C 1.513 6.353 -2.591  0.000
29 C -1.926 4.157 3.569  0.000
30 C 1.022 -4.861 -3.705  -0.001
31 C 1.587 2.645 5.017  0.000
32 C 0.386 3.320 -0.813  0.058
33 C 0.362 -7.172 -2.236  0.001
34 C 2.190 -1.668 0.709  0.154
35 C 2.861 -2.857 0.741  0.042
36 C 0.264 -3.471 -1.722  0.035
37 C 1.433 2.417 -0.387  -0.009
38 C -2.342 -0.918 -2.408  -0.036
39 C 4.923 -0.681 1.634  0.001
40 C -2.872 2.774 -2.171  0.007
41 C 4.945 -1.012 4.357  0.001
42 C -2.350 1.444 -1.958  0.004
43 C 0.904 -7.303 -3.514  -0.002
44 C -4.977 0.289 -4.142  0.004
45 C -3.016 0.268 -2.419  0.111
46 C 3.675 -0.529 2.337  0.001
47 C -7.228 0.209 -3.415  0.001
48 C 0.879 7.089 -0.339  0.000
49 C 0.437 -4.740 -2.407  0.002
50 C -6.787 0.484 -2.128  0.000
51 C -4.478 0.351 -2.875  0.010
52 C 6.156 -1.176 3.628  0.000
53 C 1.376 7.429 -1.625  0.000
54 C 0.248 -5.898 -1.678  -0.001
55 C 1.122 -2.983 -0.698  0.100
56 C -0.871 2.835 -1.095  0.001
57 C -2.876 -2.154 -2.963  0.082
58 C 2.670 2.869 0.169  0.033
59 C -6.325 0.134 -4.397  0.000
60 C 1.238 -0.434 2.529  0.010
61 C -0.820 -2.648 -2.163  0.168
62 C 1.192 -6.133 -4.194  0.001
63 C 3.225 1.830 0.823  0.000
64 C 2.236 -3.748 -0.157  0.139
65 C 1.114 5.074 -2.358  0.002
66 C -1.973 3.709 -1.702  0.016
67 C 2.383 0.752 0.689  0.050
68 C 3.702 -0.885 3.679  0.000
69 C 0.650 4.805 -1.047  0.005
70 C 2.390 -0.498 1.584  0.026
71 C -2.044 -3.184 -2.867  -0.031
72 C 0.528 5.705 -0.086  0.001
73 C -5.440 0.503 -1.801  0.005
74 H 7.053 -0.946 1.703  0.000
75 H 0.167 -8.056 -1.653  0.000
76 H 1.675 -6.387 -5.201  0.000
77 H -6.602 -0.198 -5.398  0.000
78 H -3.715 3.279 -2.607  0.001
79 H -2.150 4.710 -2.017  0.001
80 H 2.817 -0.997 4.295  0.000
81 H 4.090 1.858 1.426  -0.001
82 H -4.315 0.215 -4.982  0.000
83 H 1.175 4.355 -3.130  0.000
84 H 3.743 -3.025 1.367  -0.001
85 H 3.113 3.820 -0.004  0.002
86 H 0.049 -5.983 -0.618  0.000
87 H -5.030 0.756 -0.808  0.000
88 H 1.721 6.663 -3.610  0.000
89 H 0.818 7.898 0.349  0.000
90 H 0.167 5.442 0.931  0.000
91 H 4.948 -1.299 5.417  0.000
92 H -7.472 0.433 -1.339  0.000
93 H 1.273 -4.001 -4.339  0.000
94 H -3.829 -2.026 -3.469  0.004
95 H 4.973 -0.498 0.582  0.001
96 H -8.289 0.004 -3.469  0.000
97 H 2.506 -4.749 -0.303  0.006
98 H 7.064 -1.455 4.139  0.000
99 H 1.592 8.454 -1.897  0.000
100 H 1.094 -8.256 -3.934  0.000
101 H -2.229 -4.266 -3.062  -0.003



Record 3
DFT (wB97M-V/def2-TZVPD) results for a 3-piece molecular cluster, C23H31NO11S overall in a non-equilibrium geometry.

Output
- gap between HOMO and LUMO (eV) = 7.17
- HOMO (eV) = -9.0215
- SMILES = C[C@@H](O)CNCCOCOC(=O)CCCCS(=O)(=O)O.O=C1C=CC(=O)C=C1.O=C1C=CC(=O)C=C1
- E_LUMO (eV) = -1.85

Last column: natural (NBO) charge in e.
Atoms and positions in Å:
1 S -3.893 0.469 -0.702  2.192
2 O 10.536 -0.316 -0.731  -0.738
3 O -3.807 -3.065 1.234  -0.530
4 O -5.036 4.447 -0.592  -0.537
5 O 2.855 -0.827 -1.598  -0.517
6 O 2.889 -3.147 -1.982  -0.584
7 O -3.155 1.975 -0.829  -0.873
8 O -5.065 0.491 0.255  -0.938
9 O -8.555 5.979 3.065  -0.475
10 O 5.122 -1.390 -1.027  -0.544
11 O -8.677 -3.648 3.253  -0.479
12 O -4.454 0.116 -2.068  -0.913
13 N 7.787 -0.894 0.705  -0.649
14 C -7.157 4.132 0.376  -0.223
15 C -6.044 -2.326 1.273  -0.242
16 C -2.572 -0.738 -0.191  -0.663
17 C -8.041 4.516 1.297  -0.222
18 C -7.748 5.627 2.227  0.469
19 C 0.705 -2.301 -1.297  -0.493
20 C -0.094 -0.913 -1.246  -0.410
21 C 9.317 0.427 -0.946  0.080
22 C -5.221 -4.240 2.704  -0.228
23 C -6.434 6.295 2.098  -0.219
24 C 7.538 -1.815 -0.434  -0.252
25 C -4.929 -3.198 1.697  0.498
26 C -1.672 -1.238 -1.446  -0.419
27 C -6.445 -4.385 3.213  -0.218
28 C 8.305 0.436 0.291  -0.257
29 C 2.263 -2.109 -1.658  0.794
30 C 9.761 1.969 -1.201  -0.636
31 C -5.550 5.910 1.178  -0.228
32 C -7.268 -2.472 1.782  -0.212
33 C -5.845 4.800 0.248  0.493
34 C 4.231 -0.863 -2.037  0.221
35 C -7.561 -3.513 2.789  0.468
36 C 6.484 -1.262 -1.508  -0.091
37 H 8.890 0.856 1.187  0.209
38 H -1.994 -0.750 -2.426  0.251
39 H -4.585 6.388 1.068  0.233
40 H 10.440 -0.986 -0.026  0.469
41 H -5.813 -1.569 0.534  0.264
42 H -8.097 -1.841 1.484  0.235
43 H 6.665 -0.176 -1.802  0.175
44 H 9.648 2.624 -0.280  0.210
45 H -3.133 -1.671 0.198  0.323
46 H 0.200 -0.184 -2.077  0.228
47 H 7.044 -2.756 0.017  0.225
48 H 10.792 2.005 -1.684  0.234
49 H -3.834 2.672 -0.662  0.533
50 H 4.369 -1.400 -3.042  0.174
51 H -7.356 3.321 -0.314  0.241
52 H 0.253 -2.929 -2.135  0.240
53 H -4.393 -4.870 3.002  0.231
54 H 8.852 0.076 -1.934  0.164
55 H 9.004 2.365 -1.978  0.202
56 H 0.621 -2.863 -0.300  0.247
57 H -1.923 -0.338 0.658  0.253
58 H -9.007 4.038 1.405  0.237
59 H -6.676 -5.142 3.952  0.234
60 H -1.808 -2.372 -1.565  0.218
61 H -6.235 7.106 2.788  0.236
62 H 8.341 -1.323 1.453  0.369
63 H 8.503 -2.211 -0.932  0.184
64 H 4.565 0.228 -2.213  0.162
65 H 0.041 -0.464 -0.205  0.207
66 H 6.562 -1.971 -2.418  0.186
67 H 7.494 1.208 0.058  0.201



Record 4
DFT (wB97M-V/def2-TZVPD) results for C17H14Cl2O2Tc as an isolated structure in a non-equilibrium geometry.

Output
- gap between HOMO and LUMO (spin up / spin down) (eV) = 8.32 / 6.45
- HOMO (spin up / spin down) (eV) = -8.1426 / -8.0560
- 2S+1 = 4
- E_LUMO (spin up / spin down) (eV) = 0.18 / -1.61
- relative energy (zero: lowest compared OMol25 entry of this formula, charge and spin) (kcal/mol) = 21.1

Last column: natural (NBO) charge in e.
Atoms and positions in Å:
1 Tc -1.638 -1.087 -0.768  0.878
2 Cl 1.217 2.446 6.483  0.024
3 Cl -0.566 -3.119 -0.825  -0.404
4 O -0.290 0.196 0.254  -0.654
5 O -1.726 -0.931 1.429  -0.642
6 C -0.331 0.635 2.652  -0.189
7 C -0.788 -0.067 1.422  0.780
8 C -2.255 0.357 -2.340  -0.241
9 C 0.613 1.757 5.030  -0.014
10 C 2.275 0.686 -3.118  -0.177
11 C -2.147 -1.917 -2.700  -0.223
12 C -1.540 -0.663 -3.035  -0.222
13 C 1.309 1.993 3.837  -0.243
14 C -0.993 0.387 3.855  -0.136
15 C 3.268 -0.221 -1.237  -0.339
16 C 2.795 1.002 -1.797  -0.163
17 C 0.814 1.439 2.647  -0.138
18 C -3.343 -0.248 -1.601  -0.314
19 C -3.362 -1.661 -1.929  -0.285
20 C -0.522 0.936 5.058  -0.242
21 C 2.415 -0.711 -3.343  -0.349
22 C 3.093 -1.270 -2.204  -0.044
23 H -4.001 0.251 -0.915  0.259
24 H 2.227 2.583 3.822  0.233
25 H 1.330 1.626 1.714  0.239
26 H -1.723 -2.893 -2.946  0.280
27 H -0.701 -0.519 -3.736  0.264
28 H -0.996 0.738 6.018  0.233
29 H 1.943 -1.269 -4.169  0.219
30 H 3.623 -0.318 -0.186  0.224
31 H -4.145 -2.375 -1.651  0.258
32 H -2.056 1.429 -2.389  0.255
33 H 1.769 1.371 -3.768  0.206
34 H 3.364 -2.312 -2.090  0.214
35 H -1.879 -0.238 3.899  0.242
36 H 2.946 1.986 -1.375  0.213



Record 5
DFT (wB97M-V/def2-TZVPD) results for C5H7NO in the gas phase.

Output
- gap between HOMO and LUMO (eV) = 9.87
- HOMO (eV) = -8.8838
- E_LUMO (eV) = 0.98
- relative energy (zero: lowest compared OMol25 entry of this formula, charge and spin) (kcal/mol) = 100.2

Last column: natural (NBO) charge in e.
Atoms and positions in Å:
1 O 0.314 1.817 0.022  -0.510
2 N -1.300 -1.191 -0.852  -0.816
3 C -0.970 1.324 0.438  0.060
4 C -0.800 -0.068 -0.182  0.068
5 C 0.598 0.406 0.139  0.252
6 C 1.891 -0.207 -0.256  -0.635
7 C -0.427 0.145 1.213  -0.300
8 H 2.194 0.196 -1.228  0.229
9 H -0.577 -0.382 2.145  0.236
10 H 1.748 -1.288 -0.369  0.232
11 H -2.026 -1.696 -0.362  0.374
12 H -1.787 2.006 0.644  0.214
13 H -1.540 -1.045 -1.822  0.377
14 H 2.684 -0.017 0.470  0.220